No. 1
C27H22O5S2 | ωB97M-V with the def2-TZVPD basis set

The energy relative to the best compared isomer or geometry (same formula, charge and spin) is 55.3 kcal per mole. Its HOMO energy is -6.3 eV. Its HOMO-LUMO gap is 3.2 eV.

```
56
Properties=species:S:1:pos:R:3:forces:R:3
C 6.3021 0.1515 -1.7510 0.171 0.239 -0.234
C 4.8875 -0.2022 -1.4424 0.032 -0.057 0.142
C 4.5854 -0.9393 -0.3047 -0.081 -0.166 0.164
C 3.2875 -1.2669 0.0057 -0.038 -0.045 0.125
C 2.2111 -0.8784 -0.8216 -0.223 -0.052 -0.106
C 0.8917 -1.1974 -0.3926 0.434 0.185 -0.055
C -0.3818 -0.8950 -0.9158 -0.396 0.216 -0.203
C -0.6352 -0.0726 -2.0400 0.138 -0.004 0.428
C -1.8992 0.1051 -2.5219 -0.901 0.011 -0.282
C -3.0095 -0.4898 -1.9036 -0.330 -0.583 -0.533
O -4.3134 -0.3746 -2.4432 1.175 -0.343 0.259
C -4.6153 -1.1647 -3.5869 0.472 -0.548 -0.279
C -5.4623 -2.2677 -3.4538 0.459 0.797 0.806
C -5.6797 -3.1181 -4.5129 -0.096 -0.028 -0.338
C -5.0758 -2.8753 -5.7327 -0.044 -0.103 -0.181
C -4.2719 -1.7622 -5.8964 -0.197 -0.188 -0.192
C -4.0458 -0.9118 -4.8383 0.031 0.525 1.027
C -2.7826 -1.2312 -0.7328 -1.069 0.225 -0.612
C -1.5180 -1.4390 -0.2637 0.620 0.191 -0.009
C 2.5436 -0.2030 -2.0133 0.160 -0.056 -0.178
C 3.8430 0.1496 -2.2898 -0.239 0.056 -0.107
H 6.3787 0.7540 -2.6558 -0.039 -0.021 0.014
H 6.7474 0.7223 -0.9359 -0.014 -0.045 0.075
H 6.9070 -0.7439 -1.8979 -0.013 -0.054 0.070
H 5.3929 -1.2582 0.3318 0.073 -0.062 0.238
H 3.0815 -1.8431 0.8927 -0.059 0.031 0.268
H 0.8618 -1.7673 0.5202 -0.004 -0.240 0.314
H 0.1581 0.4880 -2.4892 0.064 0.074 -0.165
H -2.0670 0.7092 -3.3940 0.028 0.244 -0.134
H -5.9154 -2.4505 -2.4957 -0.112 -0.067 0.241
H -6.3308 -3.9695 -4.3965 -0.063 -0.103 0.079
H -5.2425 -3.5455 -6.5608 -0.029 -0.078 -0.100
H -3.8363 -1.5510 -6.8604 0.105 0.040 -0.069
H -3.4277 -0.0414 -4.9628 0.157 0.188 -0.080
H -3.6322 -1.6610 -0.2337 -0.171 -0.104 0.169
H -1.3724 -2.0240 0.6277 0.013 -0.143 0.212
H 1.8018 -0.0326 -2.7689 -0.038 0.185 -0.054
H 4.0709 0.7001 -3.1857 -0.020 0.049 -0.273
C 1.3394 3.3330 6.9695 0.177 0.059 0.167
C 2.0302 2.6840 5.9678 0.442 -0.030 0.012
C 1.3275 2.0949 4.9443 0.512 -0.392 -0.445
C -0.0419 2.1482 4.9177 -0.516 -0.370 -0.486
C -0.7376 2.7915 5.9126 -0.440 0.006 -0.005
C -0.0395 3.3866 6.9420 -0.177 0.073 0.158
S -0.8680 1.3520 3.5356 1.620 -0.704 -1.355
O -1.5382 0.1144 4.0624 0.242 2.761 -1.151
O -1.5774 2.4348 2.7731 0.327 -2.494 1.626
C 0.6366 0.9187 2.6844 0.029 0.768 2.119
S 2.1378 1.2341 3.5918 -1.667 -0.635 -1.529
O 2.9638 2.2465 2.8503 -0.568 -2.384 1.620
O 2.6907 -0.0535 4.1345 0.037 2.737 -1.104
H 1.8788 3.7923 7.7801 0.111 0.103 0.139
H 3.1079 2.6306 5.9730 0.126 0.021 0.027
H -1.8157 2.8220 5.8729 -0.118 0.029 0.025
H -0.5744 3.8873 7.7308 -0.104 0.114 0.138
H 0.6427 0.5803 1.6738 0.010 0.171 -0.405
```
Positions in Å, forces in eV/Å.

No. 2
C27H23BBr42N2O4S | ωB97M-V with the def2-TZVPD basis set

Its HOMO energy is -8.3 eV. Its HOMO-LUMO gap is 7.2 eV.

```
100
Properties=species:S:1:pos:R:3:forces:R:3
N 4.5653 -2.9938 0.1333 -4.843 7.636 -7.047
C 4.0385 -2.1021 -0.6564 0.910 -5.908 3.837
O 3.2712 -1.2168 -1.5506 0.450 -3.645 2.766
C 1.8816 -1.7173 -1.6726 -3.956 -1.600 -0.129
C 1.4291 -2.3301 -3.1310 -3.285 0.120 3.319
C -0.1323 -2.8432 -3.2810 1.177 1.613 3.182
C -1.2469 -2.7706 -2.0360 4.937 1.321 -0.156
C -0.6938 -2.1710 -0.6175 1.478 -0.014 -2.137
C 0.8618 -1.6266 -0.3529 -1.004 -1.478 -4.530
S -1.9025 -2.0305 0.8534 -0.495 -0.043 -2.930
C -3.5924 -1.9805 -0.0282 -2.526 -0.173 -1.852
C -4.8692 -1.2712 0.7799 -0.989 -1.166 -3.491
C -6.3579 -1.1862 0.0861 4.523 -2.193 -2.030
C -6.5346 -1.8796 -1.4212 3.682 0.002 1.814
C -5.2420 -2.5867 -2.2127 -0.215 2.333 4.077
C -3.7181 -2.6316 -1.5246 -4.395 1.877 1.885
N -2.6335 -3.2540 -2.3570 1.138 5.107 2.515
O -2.7339 -4.5819 -2.4884 0.045 -4.094 2.039
B -2.7532 -5.2927 -1.1983 -1.137 -1.774 1.989
O -4.0122 -6.0345 -0.8546 2.948 2.148 0.478
O -1.6501 -5.3999 -0.2244 -0.803 0.350 -4.046
H 2.1444 -2.3859 -4.0668 -1.536 0.204 2.353
H -0.4913 -3.2665 -4.3111 0.761 0.895 2.226
H 1.2235 -1.1867 0.6925 -0.945 -1.124 -2.620
H -4.7011 -0.8068 1.8655 -0.240 -1.191 -2.754
H -7.2574 -0.6473 0.6523 3.243 -1.393 -1.557
H -7.6057 -1.8352 -1.9121 2.558 -0.215 0.921
H -5.4218 -3.0457 -3.2787 0.326 2.277 3.165
H -4.0936 -6.1530 0.1376 0.440 0.091 -1.743
H -0.7920 -5.3485 -0.7680 -1.635 0.197 1.365
C 4.2492 -4.9302 3.7133 0.126 0.129 -0.219
Br 2.8926 -3.7467 4.4501 0.319 -0.329 -0.153
Br 5.6208 -5.3632 5.0231 -0.394 0.084 -0.295
Br 3.4665 -6.5292 2.9292 0.176 0.391 0.247
H 4.7427 -4.3850 2.9020 -0.245 -0.237 0.329
C 7.2701 0.6251 0.6772 0.207 0.023 -0.139
Br 5.8476 -0.3293 -0.2446 1.367 1.227 0.583
Br 8.3073 1.7314 -0.5413 -0.273 -0.163 0.318
Br 6.5949 1.6486 2.1874 0.085 -0.187 -0.308
H 7.9518 -0.1302 1.0820 -0.343 0.334 -0.170
C -1.5965 -9.3799 -0.2336 -0.181 0.127 0.169
Br -0.0202 -8.8397 0.7701 -0.382 -0.163 -0.307
Br -1.3560 -9.1315 -2.1480 -0.005 -0.022 0.496
Br -2.1419 -11.1967 0.1977 0.191 0.456 -0.146
H -2.4136 -8.7192 0.0744 0.377 -0.263 -0.187
C 5.1701 4.8626 0.5438 0.228 -0.212 -0.073
Br 3.7476 3.9082 -0.3779 0.375 0.295 0.272
Br 6.2073 5.9689 -0.6747 -0.319 -0.215 0.338
Br 4.4949 5.8861 2.0540 0.203 -0.403 -0.493
H 5.8518 4.1073 0.9487 -0.305 0.325 -0.178
C 6.5535 9.3335 2.7294 -0.167 -0.219 -0.088
Br 6.0112 9.8330 4.5296 0.430 0.197 -0.361
Br 5.7316 10.4726 1.3836 0.344 -0.388 0.569
Br 8.4893 9.2771 2.5459 -0.470 0.041 0.078
H 6.1861 8.3168 2.5554 0.162 0.402 0.082
C -10.1841 0.3048 2.2525 -0.207 -0.010 0.285
Br -9.5202 2.1169 2.4964 -0.167 -0.485 -0.139
Br -12.1080 0.2710 1.9665 0.446 0.047 0.009
Br -9.2261 -0.6336 0.8433 -1.828 0.401 0.654
H -9.9900 -0.2351 3.1852 -0.053 0.223 -0.455
C 6.3137 8.2775 8.4502 0.084 -0.151 0.183
Br 6.9775 10.0896 8.6941 -0.190 -0.434 -0.139
Br 4.3898 8.2437 8.1642 0.456 0.045 -0.039
Br 7.2716 7.3391 7.0410 -0.240 0.264 0.339
H 6.5077 7.7377 9.3830 -0.094 0.253 -0.430
C 9.0594 3.2908 7.2648 0.120 0.214 -0.007
Br 8.3177 2.7506 5.5496 0.163 0.091 0.418
Br 7.6686 3.7924 8.5292 0.329 -0.266 -0.289
Br 10.2498 1.9378 7.9972 -0.349 0.315 -0.192
H 9.6647 4.1852 7.0840 -0.280 -0.406 0.084
C 1.8615 9.5325 4.4893 0.213 0.151 0.125
Br 0.6537 8.8315 5.8435 0.300 0.142 -0.371
Br 3.0596 8.1599 3.8076 -0.793 0.344 0.177
Br 0.8997 10.4306 3.0566 0.224 -0.280 0.336
H 2.4857 10.2880 4.9778 -0.244 -0.330 -0.223
C -4.3962 -5.8771 -5.5639 0.058 -0.137 0.004
Br -5.1546 -4.5498 -4.3609 0.306 -1.927 -1.630
Br -5.4060 -7.5396 -5.5366 0.249 0.418 -0.047
Br -4.1914 -5.1840 -7.3700 -0.123 -0.162 0.360
H -3.3916 -6.1070 -5.1939 -0.386 0.115 -0.094
C -15.5353 2.1758 2.7924 0.148 0.014 0.207
Br -15.7115 0.6584 1.5880 0.009 0.379 0.252
Br -14.6705 3.6891 1.9284 -0.258 -0.412 0.185
Br -17.2408 2.6725 3.5853 0.425 -0.131 -0.262
H -14.8817 1.8592 3.6119 -0.289 0.133 -0.382
C -1.3564 -7.8087 -7.4058 -0.179 -0.088 -0.171
Br -0.4690 -6.0778 -7.4244 -0.094 -0.411 0.038
Br -0.5865 -9.0309 -8.7088 -0.140 0.377 0.381
Br -1.3955 -8.5831 -5.6218 0.029 0.229 -0.466
H -2.3964 -7.6380 -7.7031 0.423 -0.023 0.139
C 1.7360 -5.7984 -10.9706 -0.055 0.004 0.228
Br 2.8408 -7.3873 -11.1672 -0.293 0.414 0.006
Br 2.6716 -4.1911 -11.5413 -0.233 -0.421 0.096
Br 0.0204 -5.9941 -11.8665 0.460 0.041 0.205
H 1.5273 -5.6843 -9.9017 0.072 -0.080 -0.476
C 2.8753 11.8037 -1.2280 -0.215 -0.066 0.134
Br 3.1834 9.9048 -1.5169 -0.046 0.509 0.045
Br 4.4739 12.7068 -0.5851 -0.469 -0.045 -0.382
Br 2.1428 12.6671 -2.8098 0.238 -0.218 0.380
H 2.1208 11.8888 -0.4390 0.362 -0.035 -0.348
```
Positions in Å, forces in eV/Å.

No. 3
C27H23Br2CoNO9 | ωB97M-V with the def2-TZVPD basis set

Its HOMO energy (spin up / spin down) is -1.5 / -1.5 eV. Its HOMO-LUMO gap (spin up / spin down) is 5.4 / 5.4 eV. The net charge is -2. Its spin multiplicity is 2.

```
63
Properties=species:S:1:pos:R:3:forces:R:3
Co 0.4146 0.7044 -0.8307 -0.039 0.130 -0.072
O -0.0125 4.8351 -0.9731 -0.033 0.014 0.016
C -0.2693 3.6260 -1.0099 0.048 -0.172 -0.058
O 0.5474 2.6868 -0.7533 -0.032 0.060 0.006
C -1.7379 3.2625 -1.3487 -0.070 0.056 0.055
C -2.5481 3.4841 -0.0665 0.023 0.020 -0.053
C -4.0276 3.0764 -0.1962 0.015 -0.041 -0.001
C -3.9977 1.5773 0.1770 0.063 0.008 -0.054
C -2.5022 1.3259 0.4502 -0.140 0.016 0.032
O -2.0502 2.5704 0.9169 0.058 -0.024 0.096
C -1.9900 1.8324 -1.8267 0.024 -0.042 -0.012
C -1.0766 1.4477 -3.0115 0.016 0.194 0.137
O -1.4739 1.8095 -4.1212 -0.016 -0.048 -0.046
O 0.0180 0.8750 -2.7340 0.100 -0.126 0.064
H -2.0875 3.9536 -2.1174 0.064 0.019 -0.022
H -2.3881 4.4954 0.3026 -0.018 -0.004 0.019
H -4.6401 3.6466 0.5040 0.012 0.011 0.001
H -4.4068 3.2511 -1.2042 -0.008 -0.001 0.002
H -4.5589 1.3791 1.0899 -0.004 0.007 0.017
H -4.3761 0.9228 -0.6058 0.004 -0.021 -0.013
H -2.2815 0.5685 1.1971 0.043 -0.033 -0.002
H -3.0100 1.7475 -2.2128 -0.024 -0.040 0.062
C 1.5427 -4.1292 3.0343 0.047 0.026 0.001
O 0.1542 -4.2429 2.7993 -0.040 0.018 -0.073
C -0.3405 -3.5426 1.7314 -0.251 -0.089 0.046
C -1.7605 -3.5964 1.5985 0.228 0.094 -0.062
C -2.3403 -2.8986 0.5784 0.022 -0.048 0.011
C -1.5980 -2.1617 -0.3909 -0.190 0.160 -0.294
C -2.1255 -1.6572 -1.6044 -0.095 -0.199 0.257
C -3.6197 -1.6135 -1.7259 0.108 -0.108 0.087
O -1.8204 0.9271 -0.7204 0.024 0.061 -0.187
C -0.1677 -2.0571 -0.1945 -0.038 -0.265 0.158
O 0.5689 -1.3058 -0.8881 0.244 0.193 -0.114
C 0.4327 -2.8343 0.8599 -0.031 0.091 -0.082
H 1.7461 -4.6974 3.9408 0.000 0.003 0.005
H 1.8338 -3.0856 3.1801 -0.010 -0.122 -0.009
H 2.1243 -4.5452 2.2059 -0.009 -0.018 -0.008
H -2.3302 -4.1842 2.3070 0.000 0.011 0.007
H -3.4172 -2.9499 0.4653 -0.017 -0.013 0.015
H -3.8904 -2.5296 -2.2691 -0.047 0.006 -0.007
H -3.9217 -0.7939 -2.3831 0.007 0.028 0.017
H -4.2222 -1.5735 -0.8003 -0.043 0.008 -0.023
H 1.5048 -2.7415 0.9684 -0.016 -0.034 0.008
C 3.1234 1.3146 -2.8748 -0.007 -0.008 -0.012
C 3.5500 0.7776 -1.5439 -0.028 -0.011 0.015
C 4.8923 0.4454 -1.2510 0.007 0.003 0.013
C 5.2219 -0.0508 -0.0217 0.019 0.004 -0.026
C 4.2239 -0.2147 0.9626 0.014 -0.013 0.036
C 4.4250 -0.7133 2.2743 -0.030 -0.012 0.020
Br 6.1675 -1.2455 2.8529 0.002 0.000 -0.008
C 3.3785 -0.8223 3.1485 0.044 0.036 -0.013
C 2.0893 -0.4360 2.7741 -0.032 0.056 0.033
Br 0.6764 -0.6399 4.0250 0.000 0.077 0.009
C 1.7791 0.0798 1.5067 0.009 0.043 0.005
O 0.6331 0.4617 1.1388 -0.012 0.028 0.038
C 2.9156 0.1545 0.5918 -0.030 0.009 -0.037
N 2.6159 0.6167 -0.6390 0.060 -0.007 0.001
H 3.9832 1.5293 -3.5112 0.002 -0.001 -0.001
H 2.5280 2.2165 -2.7273 0.004 0.003 0.001
H 2.4608 0.6033 -3.3704 -0.005 0.010 -0.003
H 5.6509 0.5835 -2.0116 0.000 0.000 -0.002
H 6.2450 -0.3171 0.2117 0.000 -0.002 -0.004
H 3.5420 -1.2086 4.1460 0.004 0.000 0.004
```
Positions in Å, forces in eV/Å.